No. 1
DFT (ωB97M-V/def2-TZVPD) results for a molecular structure, C27H33BrFMgN10OS.

```
75
Properties=species:S:1:pos:R:3:mulliken_charge:R:1
Mg 0.211 0.162 -0.648 1.75
N -0.744 3.507 -3.116 -0.05
C 0.295 3.154 -3.949 -0.87
C 0.831 2.021 -3.418 -0.32
N 0.144 1.677 -2.285 0.10
C -0.789 2.589 -2.127 -0.10
C -1.678 2.484 -0.984 -0.27
N -1.442 1.555 -0.080 0.95
C -2.488 1.611 0.806 -0.42
C -3.351 2.594 0.433 -1.52
N -2.818 3.148 -0.708 0.13
H -1.327 4.319 -3.224 0.17
H 0.547 3.732 -4.820 0.41
H 1.673 1.441 -3.751 0.26
H -2.557 0.925 1.632 0.76
H -4.282 2.934 0.851 0.39
H -3.265 3.849 -1.275 0.20
F 2.648 -4.981 -3.223 -0.38
C 1.994 -3.957 -2.620 0.53
C 2.231 -3.703 -1.286 -0.85
C 1.567 -2.630 -0.695 -0.01
C 0.683 -1.789 -1.387 -0.10
C 0.473 -2.131 -2.732 0.00
C 1.110 -3.199 -3.360 -0.82
H 2.912 -4.338 -0.733 0.49
H 1.770 -2.449 0.360 0.30
H -0.219 -1.541 -3.328 0.33
H 0.930 -3.449 -4.399 0.45
C 0.703 1.911 2.601 -0.75
N -0.346 1.265 3.370 0.28
C -1.195 2.188 4.112 -1.27
C -0.654 -0.042 3.211 0.09
S -0.184 -0.962 1.868 -0.25
N -1.396 -0.608 4.198 0.22
C -2.034 -1.900 3.991 -1.08
C -1.139 -0.299 5.604 -1.21
H 1.273 2.565 3.264 0.51
H 0.279 2.517 1.797 0.21
H 1.361 1.171 2.161 -0.16
H -1.383 3.059 3.481 0.43
H -0.724 2.532 5.035 0.35
H -2.146 1.720 4.350 0.41
H -2.470 -1.949 2.997 0.31
H -2.821 -2.008 4.737 0.40
H -1.323 -2.723 4.095 0.36
H -0.304 0.389 5.696 0.41
H -0.872 -1.223 6.120 0.41
H -2.014 0.130 6.095 0.34
C 3.942 -0.042 1.618 -0.89
N 4.057 -0.235 0.176 0.24
C 5.069 -0.961 -0.365 -0.17
C 5.101 -1.241 -1.684 -1.08
C 4.026 -0.729 -2.468 0.82
N 3.087 0.047 -1.955 -0.03
C 3.040 0.239 -0.631 -0.04
O 2.081 0.819 -0.066 -1.16
N 3.950 -1.005 -3.784 -0.38
H 4.829 -0.449 2.095 0.36
H 3.053 -0.552 1.989 0.26
H 3.860 1.019 1.844 0.30
H 5.824 -1.310 0.325 0.36
H 5.890 -1.840 -2.112 0.40
H 4.519 -1.745 -4.157 0.25
H 3.048 -0.877 -4.213 0.24
Br -5.837 1.644 -2.325 -0.13
C -4.610 0.298 -1.814 -0.23
C -4.955 -0.668 -0.884 -0.24
C -3.993 -1.603 -0.542 -0.93
C -2.733 -1.519 -1.121 -0.10
N -2.410 -0.585 -2.013 0.01
C -3.343 0.292 -2.369 -0.38
H -5.944 -0.687 -0.446 0.45
H -4.213 -2.388 0.170 0.48
H -1.941 -2.212 -0.859 0.46
H -3.071 1.023 -3.124 0.59
```

Output
Orbital gap in eV: 7.811
Total charge: +1
LUMO level in eV: -2.11
Energy above the lowest of the compared OMol25 structures with the same formula, charge and spin in eV: 0.2394

No. 2
DFT (ωB97M-V/def2-TZVPD) results for a molecular structure, C27H33Cl3FeN7O9P2Se.

```
83
Properties=species:S:1:pos:R:3:mulliken_charge:R:1
Fe -0.785 1.495 0.762 2.25
Cl 4.033 3.567 6.172 -0.27
C 2.787 2.897 5.144 0.24
C 2.287 1.617 5.424 -0.64
C 1.323 1.068 4.626 0.52
Cl 0.714 -0.523 4.984 -0.24
C 0.792 1.735 3.469 -0.73
O -0.044 1.159 2.716 -0.53
C 1.296 3.055 3.268 1.38
C 0.765 3.865 2.195 -0.74
O -0.158 3.552 1.465 -0.57
C 2.292 3.606 4.086 -0.95
H 2.666 1.061 6.271 0.43
H 1.228 4.863 2.075 0.27
H 2.655 4.607 3.879 0.38
C 1.262 -3.135 0.275 -1.34
N -0.150 -3.354 -0.075 0.30
C -0.313 -3.806 -1.454 -0.97
P -1.185 -2.232 0.579 -1.00
O -0.551 -1.009 1.082 0.98
O -2.233 -1.965 -0.642 0.17
P -2.095 -0.681 -1.615 -1.40
O -0.899 0.136 -1.338 -0.07
N -2.033 -1.354 -3.120 0.75
C -2.778 -2.532 -3.510 -1.01
C -1.113 -0.834 -4.123 -0.92
N -3.510 0.096 -1.339 1.35
C -4.762 -0.639 -1.250 -1.05
C -3.659 1.419 -1.955 -1.13
N -2.064 -3.010 1.721 0.32
C -2.629 -4.320 1.454 -1.07
C -2.834 -2.192 2.661 -0.77
H 1.798 -4.082 0.181 0.40
H 1.348 -2.780 1.299 0.43
H 1.726 -2.393 -0.382 0.42
H 0.330 -4.674 -1.606 0.51
H -0.030 -3.034 -2.181 0.25
H -1.341 -4.105 -1.646 0.23
H -3.416 -2.875 -2.697 0.20
H -2.099 -3.350 -3.777 0.34
H -3.412 -2.324 -4.378 0.32
H -0.605 0.049 -3.743 0.12
H -1.655 -0.565 -5.034 0.31
H -0.356 -1.584 -4.381 0.32
H -4.613 -1.608 -0.777 0.20
H -5.218 -0.786 -2.238 0.24
H -5.455 -0.065 -0.632 0.32
H -2.708 1.946 -1.967 0.23
H -4.347 2.003 -1.343 0.32
H -4.059 1.333 -2.974 0.28
H -1.995 -4.869 0.761 0.26
H -3.641 -4.247 1.036 0.28
H -2.687 -4.888 2.386 0.36
H -2.408 -1.193 2.729 -0.02
H -2.801 -2.655 3.650 0.34
H -3.880 -2.107 2.344 0.29
O 1.634 4.780 -4.045 -0.57
C 2.667 4.159 -3.536 0.52
O 3.796 4.375 -3.919 -0.63
C 2.427 3.141 -2.451 -0.29
C 3.432 2.330 -1.973 -0.02
Cl 5.098 2.353 -2.327 -0.15
N 2.914 1.502 -1.037 -0.06
N 1.604 1.759 -0.838 0.69
C 1.284 2.712 -1.695 0.40
C -0.173 3.123 -1.782 0.32
O -0.527 3.778 -2.787 -1.00
O -0.962 2.740 -0.898 -0.54
C 3.563 0.430 -0.354 0.04
C 3.324 0.246 0.996 -0.05
C 3.968 -0.781 1.669 -0.56
C 4.835 -1.628 0.993 -0.56
C 5.036 -1.460 -0.370 -0.85
C 4.397 -0.436 -1.050 -0.24
H 0.755 4.449 -3.623 0.44
H 2.629 0.898 1.502 0.28
H 3.785 -0.917 2.725 0.48
H 5.346 -2.421 1.525 0.39
H 5.689 -2.132 -0.913 0.37
H 4.535 -0.324 -2.116 0.49
Se -3.162 1.656 1.340 -0.27
C -3.278 2.808 2.765 0.16
N -3.397 3.502 3.683 -0.73
```

Output
Spin multiplicity: 5
Orbital gap (alpha / beta) in eV: 7.038 / 6.988
Total charge: -1
LUMO level (alpha / beta) in eV: 1.96 / 1.96
Energy above the lowest of the compared OMol25 structures with the same formula, charge and spin in eV: 0.8911

No. 3
DFT (ωB97M-V/def2-TZVPD) results for a molecular structure, C27H33ClN3O2PYb.

```
68
Properties=species:S:1:pos:R:3:mulliken_charge:R:1
C -3.024 -2.226 0.779 -1.21
C -2.223 -0.906 0.489 0.65
P -1.395 -1.100 -1.210 0.50
C -2.596 -0.500 -2.561 -1.09
C 0.186 -0.056 -1.278 0.04
C 1.491 -0.739 -1.437 0.08
C 1.633 -2.280 -1.503 -1.23
C 0.939 -3.069 -0.307 0.66
C 1.916 -3.859 0.602 0.08
C 2.647 -5.063 0.233 -0.28
C 3.502 -5.715 1.231 -0.53
C 3.649 -5.221 2.601 -0.45
C 2.929 -4.003 2.964 -0.53
C 2.082 -3.353 1.978 -0.42
C 2.738 0.078 -1.534 0.54
Cl 4.342 -0.703 -1.717 -0.18
C 2.753 1.529 -1.477 -0.20
C 1.449 2.232 -1.301 0.79
C 0.169 1.432 -1.186 0.46
C -1.176 2.248 -0.959 -1.53
C -1.306 2.415 0.625 0.08
C -2.678 3.065 1.080 -0.88
C -3.702 2.102 1.781 -0.54
N -3.154 1.373 2.939 -0.29
C -3.900 0.165 3.244 0.34
N -3.304 -0.675 4.009 -0.64
N -5.235 -0.062 2.759 -0.54
C 1.567 3.816 -1.266 0.14
O 0.849 4.567 -0.551 -0.59
C 2.675 4.404 -2.179 -0.78
C 3.861 3.752 -2.370 0.62
C 4.984 4.274 -3.304 -1.26
C 4.056 2.394 -1.606 -0.13
O 5.114 2.099 -1.140 -0.41
H -2.303 -3.086 0.732 0.34
H -3.502 -2.254 1.788 0.23
H -3.845 -2.388 0.023 0.33
H -2.921 -0.034 0.388 -0.56
H -1.431 -0.708 1.267 0.43
H -2.239 0.429 -3.075 0.26
H -2.711 -1.305 -3.324 0.41
H -3.603 -0.350 -2.070 0.35
H 1.120 -2.597 -2.460 0.32
H 2.683 -2.646 -1.586 0.64
H 0.140 -3.732 -0.745 0.43
H 0.401 -2.310 0.328 -0.52
H 2.544 -5.495 -0.786 0.37
H 4.067 -6.653 0.999 0.32
H 4.279 -5.737 3.366 0.36
H 3.027 -3.605 3.997 0.35
H 1.522 -2.441 2.311 0.19
H -2.092 1.733 -1.354 0.97
H -1.111 3.243 -1.468 -0.17
H -1.072 1.419 1.070 0.33
H -0.490 3.108 0.979 0.42
H -3.163 3.548 0.171 0.20
H -2.463 3.908 1.791 0.31
H -4.202 1.452 1.005 0.09
H -4.529 2.758 2.183 0.47
H -2.206 1.029 2.782 0.36
H -3.894 -1.491 4.187 0.26
H -5.247 -0.193 1.738 0.21
H -5.609 -0.943 3.120 0.35
H 2.518 5.364 -2.732 0.26
H 5.011 3.558 -4.180 0.32
H 6.002 4.234 -2.846 0.33
H 4.736 5.275 -3.752 0.35
Yb -1.252 4.496 -2.276 1.42
```

Output
Orbital gap in eV: 3.173
Total charge: +2
LUMO level in eV: -9.13

No. 4
DFT (ωB97M-V/def2-TZVPD) results for a molecular structure, C27H33F2N2O2PS.

```
68
Properties=species:S:1:pos:R:3:mulliken_charge:R:1
C 1.433 -3.495 1.914 -1.49
C 0.346 -2.688 1.161 -0.41
C 0.915 -1.838 0.055 0.38
C 0.989 -0.373 0.124 1.60
P 0.161 0.305 1.630 -0.28
C 0.198 2.134 1.597 -1.35
C -1.615 0.112 1.113 -0.53
C -2.528 -0.556 2.155 -1.20
C 1.692 0.328 -0.826 -0.01
C 2.052 1.789 -0.745 -1.61
C 3.208 2.010 0.240 -0.53
C 4.514 1.335 -0.220 -1.00
C 4.719 -0.064 0.373 -0.13
O 5.187 -0.979 -0.623 -0.61
C 2.228 -0.401 -1.927 1.03
N 2.901 0.118 -2.960 -0.63
S 3.283 -1.092 -3.920 0.07
N 2.668 -2.335 -3.115 -0.73
C 2.090 -1.814 -2.031 0.69
C 1.431 -2.513 -0.992 -0.75
O 1.281 -3.880 -1.102 -0.55
H 1.419 -3.270 2.978 0.43
H 2.429 -3.252 1.540 0.24
H 1.284 -4.564 1.779 0.35
H -0.370 -3.382 0.728 0.25
H -0.161 -2.079 1.894 -0.01
H -0.215 2.594 0.702 0.33
H 1.182 2.547 1.813 0.52
H -0.453 2.429 2.423 0.61
H -1.660 -0.416 0.161 0.36
H -1.984 1.118 0.912 0.54
H -3.505 -0.081 2.175 0.37
H -2.086 -0.516 3.151 0.34
H -2.657 -1.609 1.916 0.24
H 2.399 2.103 -1.730 0.52
H 1.196 2.408 -0.509 0.39
H 3.360 3.075 0.404 0.43
H 2.930 1.564 1.200 0.36
H 5.345 1.969 0.089 0.40
H 4.545 1.252 -1.304 0.42
H 5.446 -0.030 1.186 0.40
H 3.780 -0.432 0.795 0.02
H 4.620 -1.753 -0.611 0.32
H 2.067 -4.317 -0.756 0.27
F -0.705 4.893 -0.422 -0.31
C -1.574 5.337 0.511 0.43
C -1.167 5.387 1.829 -0.22
C -2.064 5.842 2.784 -0.41
C -3.343 6.233 2.413 -0.52
C -3.727 6.171 1.081 -0.29
C -2.839 5.719 0.114 -0.66
H -0.167 5.074 2.095 0.46
H -1.761 5.889 3.822 0.37
H -4.040 6.586 3.161 0.38
H -4.723 6.474 0.789 0.36
H -3.115 5.664 -0.930 0.43
F -2.915 -2.973 -0.135 -0.11
C -2.999 -3.602 -1.331 0.25
C -1.919 -3.531 -2.186 0.01
C -2.001 -4.183 -3.407 -0.44
C -3.149 -4.884 -3.752 -0.64
C -4.220 -4.937 -2.870 -0.34
C -4.151 -4.293 -1.642 -0.70
H -1.033 -2.984 -1.893 0.32
H -1.161 -4.147 -4.088 0.40
H -3.208 -5.391 -4.705 0.38
H -5.115 -5.483 -3.136 0.36
H -4.970 -4.324 -0.936 0.43
```

Output
Orbital gap in eV: 7.753
LUMO level in eV: -0.35

No. 5
DFT (ωB97M-V/def2-TZVPD) results for a molecular structure, C27H33N2O7S2W.

```
72
Properties=species:S:1:pos:R:3:mulliken_charge:R:1
W 0.522 -0.177 0.361 2.83
C -2.923 -0.733 0.633 -0.71
C -2.085 -1.431 1.695 -0.73
O -0.807 -0.799 2.017 -0.55
C -0.875 0.293 2.995 -0.60
C 0.475 0.983 3.089 -0.48
O 0.770 1.441 1.745 -0.18
C 1.681 2.512 1.418 -1.00
C 1.983 2.474 -0.096 -0.83
O 1.885 1.137 -0.685 -0.62
C 1.797 1.109 -2.150 -0.67
C 0.424 1.374 -2.747 -0.84
O -0.457 0.319 -2.377 -0.22
C -1.829 0.460 -2.762 -0.67
C -2.848 -0.105 -1.711 -0.78
O -2.209 -0.723 -0.596 -0.05
H -3.194 0.287 0.926 0.34
H -3.849 -1.308 0.540 0.58
H -1.817 -2.428 1.355 0.26
H -2.659 -1.513 2.617 0.64
H -1.142 -0.128 3.961 0.63
H -1.640 0.996 2.671 0.32
H 1.254 0.298 3.418 -0.03
H 0.408 1.825 3.776 0.62
H 2.581 2.413 2.010 0.52
H 1.181 3.454 1.636 0.53
H 3.001 2.816 -0.256 0.67
H 1.294 3.122 -0.632 0.47
H 2.125 0.109 -2.420 0.28
H 2.508 1.832 -2.545 0.72
H 0.556 1.402 -3.832 0.57
H 0.017 2.339 -2.434 0.36
H -1.968 -0.064 -3.708 0.38
H -2.057 1.513 -2.935 0.44
H -3.488 -0.838 -2.202 0.38
H -3.488 0.706 -1.361 0.44
C 8.684 -2.904 0.468 -1.49
C 7.291 -2.477 0.845 0.79
C 6.385 -2.060 -0.134 -0.84
C 5.110 -1.651 0.207 -0.72
C 4.733 -1.686 1.547 -0.01
C 5.604 -2.105 2.542 -0.22
C 6.882 -2.497 2.177 -0.83
S 3.218 -0.961 2.021 1.53
O 3.305 0.448 1.695 -0.78
O 2.914 -1.317 3.381 -0.82
N 2.016 -1.499 1.031 0.44
C 1.766 -2.887 0.965 0.24
C 2.385 -3.890 1.670 -0.46
C 2.048 -5.239 1.437 -1.02
C 1.115 -5.581 0.505 -0.90
C 0.472 -4.568 -0.242 0.97
C -0.452 -4.840 -1.270 -0.81
C -0.940 -3.803 -2.015 -1.58
C -0.577 -2.493 -1.696 0.24
N 0.217 -2.170 -0.686 -0.01
C 0.790 -3.221 0.008 -0.12
H 8.995 -2.453 -0.473 0.38
H 8.733 -3.988 0.350 0.30
H 9.401 -2.627 1.240 0.39
H 6.693 -2.050 -1.172 0.40
H 4.411 -1.311 -0.548 0.40
H 5.284 -2.116 3.576 0.54
H 7.578 -2.821 2.941 0.41
H 3.129 -3.657 2.417 0.56
H 2.553 -6.009 2.005 0.45
H 0.864 -6.617 0.317 0.45
H -0.747 -5.863 -1.474 0.51
H -1.611 -3.971 -2.847 0.52
H -0.938 -1.688 -2.305 0.52
S -1.730 2.556 -0.013 0.14
C -0.848 1.308 -0.007 -0.59
```

Output
Spin multiplicity: 4
Orbital gap (alpha / beta) in eV: 6.711 / 6.368
Total charge: +2
LUMO level (alpha / beta) in eV: -6.17 / -7.11
Energy above the lowest of the compared OMol25 structures with the same formula, charge and spin in eV: 1.5774

No. 6
DFT (ωB97M-V/def2-TZVPD) results for 2 unconnected molecules or ions with the total composition C27H34BN2.

```
64
Properties=species:S:1:pos:R:3:mulliken_charge:R:1
C 3.893 2.692 -1.448 -1.50
C 3.326 2.043 -2.667 1.04
N 2.938 0.742 -2.580 0.20
B 3.245 -0.117 -1.387 0.22
H -0.166 0.312 -0.059 -0.54
C 2.150 0.212 -3.556 1.12
C 1.528 -1.126 -3.302 -1.44
C 1.914 0.887 -4.733 -0.76
C 2.454 2.156 -4.913 -0.45
C 3.123 2.753 -3.835 -0.85
H 4.428 3.614 -1.713 0.42
H 3.103 3.017 -0.753 0.30
H 4.598 2.048 -0.910 0.39
H 3.213 -1.316 -1.488 0.04
H 2.919 0.447 -0.366 0.00
H 0.869 -1.359 -4.155 0.39
H 2.262 -1.947 -3.220 0.40
H 0.898 -1.144 -2.392 0.23
H 1.288 0.404 -5.483 0.43
H 2.332 2.673 -5.857 0.45
H 3.458 3.781 -3.885 0.44
C -1.434 1.597 -1.892 -1.28
C -2.508 0.555 -1.516 2.56
C -3.847 1.128 -1.975 -2.28
C -2.256 -0.764 -2.268 -1.45
C -2.618 0.227 -0.013 -1.34
N -3.781 0.346 0.703 -0.01
C -3.653 -0.281 1.953 -0.74
C -2.352 -0.821 1.998 0.65
C -1.975 -1.642 3.053 -0.19
C -2.885 -1.901 4.067 -0.91
C -4.175 -1.365 4.033 -0.53
C -4.577 -0.542 2.966 -0.88
C -1.708 -0.497 0.764 0.90
C -0.271 -0.629 0.447 1.32
C 0.703 -0.703 1.629 -0.53
C 0.624 0.222 2.685 -0.11
C 1.270 -0.061 3.889 -0.68
C 2.070 -1.195 4.016 0.87
C 2.538 -1.643 5.375 -1.41
C 2.404 -1.900 2.860 -0.96
C 1.764 -1.620 1.653 -0.23
H -0.450 1.443 -1.434 0.05
H -1.301 1.565 -2.988 0.39
H -1.761 2.611 -1.614 0.32
H -4.676 0.444 -1.792 0.44
H -4.050 2.091 -1.495 0.45
H -3.802 1.291 -3.054 0.45
H -3.039 -1.489 -2.007 0.38
H -2.304 -0.604 -3.356 0.44
H -1.284 -1.214 -2.025 0.09
H -4.603 0.857 0.413 0.25
H -0.975 -2.053 3.055 0.42
H -2.590 -2.543 4.889 0.41
H -4.875 -1.647 4.820 0.38
H -5.593 -0.173 2.943 0.40
H -0.083 -1.451 -0.270 0.26
H 0.025 1.121 2.572 0.44
H 1.117 0.588 4.745 0.40
H 3.195 -2.527 5.309 0.36
H 3.067 -0.854 5.938 0.32
H 1.660 -1.923 5.984 0.29
H 3.154 -2.690 2.908 0.33
H 2.063 -2.128 0.734 0.36
```

Output
Orbital gap in eV: 4.290
Total charge: +1
LUMO level in eV: -5.05
Energy above the lowest of the compared OMol25 structures with the same formula, charge and spin in eV: 0.3473